Record 1
Computed, not measured: a structure of composition C34H33AsHfN5O4PS in a non-equilibrium geometry, with ωB97M-V/def2-TZVPD.

```
80
Properties=species:S:1:pos:R:3:mulliken_charge:R:1
Hf 0.072 0.300 0.377 0.43
O -0.891 3.321 -2.236 -0.58
C -0.504 2.303 -1.746 -0.18
O -0.999 1.683 -0.674 -1.00
C 0.709 1.549 -2.287 0.31
C 1.431 1.786 -3.433 -0.67
C 2.503 0.933 -3.710 -0.84
C 2.814 -0.147 -2.881 -0.98
C 2.036 -0.333 -1.763 0.86
N 1.054 0.532 -1.487 2.43
C 2.077 -1.462 -0.735 -0.15
O 3.012 -2.189 -0.597 -0.61
O 0.944 -1.486 -0.021 -0.33
H 1.163 2.606 -4.087 0.64
H 3.097 1.104 -4.599 0.52
H 3.627 -0.826 -3.102 0.65
N -2.255 -2.076 0.536 0.38
P -1.872 -1.279 -0.963 -0.04
C -3.502 -1.319 -1.748 0.68
C -4.050 -2.533 -2.170 -0.56
C -5.320 -2.549 -2.725 -0.78
C -6.034 -1.364 -2.874 -0.56
C -5.484 -0.158 -2.467 -0.74
C -4.216 -0.132 -1.903 -0.38
C -0.956 -2.550 -1.890 0.46
C -0.489 -2.165 -3.146 -0.53
C 0.271 -3.043 -3.908 -0.71
C 0.562 -4.310 -3.419 -0.64
C 0.082 -4.700 -2.175 -0.70
C -0.672 -3.822 -1.408 -0.19
C -2.000 -1.625 1.800 0.28
C -2.594 -2.274 2.896 -0.93
C -2.313 -1.850 4.165 -0.53
C -1.445 -0.763 4.365 -1.14
C -0.916 -0.163 3.270 -0.07
N -1.175 -0.567 1.986 0.33
H -2.953 -2.805 0.491 0.40
H -3.490 -3.457 -2.088 0.40
H -5.747 -3.487 -3.054 0.43
H -7.022 -1.384 -3.316 0.42
H -6.041 0.762 -2.588 0.45
H -3.783 0.812 -1.589 0.35
H -0.742 -1.186 -3.545 0.42
H 0.629 -2.740 -4.884 0.51
H 1.156 -4.996 -4.010 0.45
H 0.297 -5.693 -1.800 0.46
H -1.024 -4.131 -0.431 0.38
H -3.265 -3.104 2.718 0.48
H -2.763 -2.350 5.014 0.46
H -1.201 -0.407 5.355 0.52
H -0.250 0.682 3.380 0.35
N 1.678 -1.840 2.724 -0.14
C 2.434 -0.751 2.458 -0.09
N 2.101 0.194 1.593 1.42
C 3.154 1.132 1.480 -1.56
C 3.232 2.179 0.567 0.43
C 4.320 3.035 0.610 -1.33
C 5.334 2.857 1.549 -0.78
C 5.291 1.796 2.436 -0.48
C 4.201 0.938 2.376 0.95
S 3.922 -0.509 3.299 -0.22
H 1.230 -2.244 1.908 0.11
H 2.092 -2.523 3.341 0.34
H 2.474 2.306 -0.192 0.39
H 4.388 3.849 -0.101 0.51
H 6.173 3.541 1.572 0.44
H 6.088 1.629 3.149 0.47
C -1.611 3.259 2.187 -1.29
As 0.199 2.791 1.648 1.09
C 1.168 3.193 3.286 -1.18
C 0.553 4.355 0.546 -1.32
H -1.610 4.277 2.571 0.49
H -1.980 2.583 2.956 0.40
H -2.259 3.202 1.315 0.40
H 1.605 4.184 3.211 0.47
H 1.964 2.473 3.464 0.26
H 0.472 3.175 4.123 0.40
H 0.862 5.168 1.196 0.54
H -0.365 4.625 0.028 0.41
H 1.327 4.177 -0.195 0.25
```

Computed properties:
Orbital gap: 7.63 eV
E: -133697.4541 eV
E_HOMO: -13.96 eV
Charge: +2
Relative energy (zero: lowest compared OMol25 entry of this formula, charge and spin): 0.6866 eV
Strongest force on any atom: 1.6 eV/Å

---

Record 2
Computed, not measured: a structure of composition C2HF2IO in a non-equilibrium geometry, with ωB97M-V/def2-TZVPD.

```
7
Properties=species:S:1:pos:R:3:mulliken_charge:R:1
C 0.921 -0.826 0.256 0.13
C -0.429 0.567 -0.071 0.19
O 1.469 -1.086 -0.750 -0.33
F -0.170 1.037 -1.311 -0.18
F -0.308 1.652 0.843 -0.23
I -2.463 -0.206 -0.249 0.05
H 0.980 -1.139 1.282 0.36
```

Computed properties:
Orbital gap: 9.61 eV
E: -17671.0464 eV
E_HOMO: -9.79 eV
Charge: 0
Relative energy (zero: lowest compared OMol25 entry of this formula, charge and spin): 1.3727 eV
Strongest force on any atom: 4.9 eV/Å

---

Record 3
Computed, not measured: a cluster of 43 separate species, C16H107N4O45 in total in a non-equilibrium geometry, with ωB97M-V/def2-TZVPD.

```
172
Properties=species:S:1:pos:R:3:mulliken_charge:R:1
C 4.503 -3.042 1.577 -0.90
C 4.160 -3.725 0.286 0.57
O 4.347 -4.889 0.134 -0.56
O 3.635 -3.031 -0.769 -0.48
C 2.941 -1.834 -0.459 -0.18
C 3.773 -0.579 -0.705 -1.32
C 2.893 0.624 -0.911 -0.33
N 3.793 1.787 -1.310 -0.53
C 3.631 2.665 -0.182 -0.18
N 4.577 3.378 0.443 -0.22
N 2.375 2.592 0.194 0.32
C 2.139 1.093 0.330 -0.08
C 0.700 0.660 0.497 2.23
C 0.267 0.838 1.952 0.75
C -1.219 1.043 2.055 -0.40
O -1.707 2.072 1.650 -0.63
N -1.980 0.021 2.649 0.04
C -2.427 -0.980 1.696 -1.16
C -1.738 -2.186 1.621 0.77
C -2.173 -3.178 0.745 -0.71
C -3.299 -2.944 -0.046 -0.83
C -3.975 -1.728 0.007 -0.73
C -3.532 -0.748 0.883 -0.32
H 5.029 -2.117 1.380 0.37
H 3.615 -2.885 2.184 0.21
H 5.152 -3.707 2.128 0.49
H 2.105 -1.783 -1.157 0.33
H 2.497 -1.836 0.535 0.48
H 4.316 -0.758 -1.624 0.41
H 4.435 -0.441 0.144 0.05
H 2.178 0.597 -1.731 1.05
H 3.347 2.308 -2.062 0.50
H 4.865 3.059 1.355 0.24
H 4.952 4.255 0.122 0.24
H 2.091 3.191 0.971 0.04
H 2.723 0.885 1.227 0.25
H 0.122 1.303 -0.153 -1.84
H 0.572 -0.373 0.191 -0.32
H 0.817 1.686 2.343 -0.39
H 0.565 -0.038 2.518 0.40
H -2.756 0.436 3.157 0.42
H -0.882 -2.329 2.264 0.62
H -1.648 -4.119 0.698 0.35
H -3.640 -3.727 -0.706 0.20
H -4.842 -1.562 -0.604 0.77
H -4.028 0.204 0.948 0.85
O -6.354 0.152 0.569 -0.42
H -6.608 1.077 0.489 0.26
H -7.169 -0.303 0.828 0.20
O 1.892 2.634 3.995 -0.55
H 1.023 2.999 4.206 0.33
H 2.248 2.354 4.855 0.22
O 3.529 0.547 -4.318 -0.71
H 2.569 0.448 -4.376 0.24
H 3.693 0.699 -3.384 0.40
O 0.797 -4.412 0.160 -0.17
H 1.709 -4.236 -0.087 -0.01
H 0.804 -5.310 0.522 0.26
O 6.633 -1.934 -0.424 -0.55
H 6.574 -2.096 -1.373 0.29
H 7.487 -2.303 -0.173 0.27
O 3.736 1.113 6.077 -0.62
H 4.657 1.266 5.840 0.32
H 3.748 0.235 6.480 0.24
O 2.163 4.532 6.406 -0.63
H 2.128 4.341 5.466 0.27
H 3.014 4.169 6.686 0.37
O 0.001 2.903 -1.631 -0.48
H -0.798 2.868 -2.176 0.34
H -0.330 2.735 -0.743 0.25
O -5.557 -1.209 3.306 -0.53
H -5.818 -0.537 3.952 0.31
H -5.653 -0.747 2.464 0.22
O 0.168 -4.273 3.364 -0.62
H 0.268 -4.216 2.407 0.19
H -0.770 -4.099 3.509 0.46
O -1.542 2.883 -4.127 -0.35
H -1.848 3.208 -4.985 0.19
H -0.655 3.247 -4.054 0.14
O 4.363 -1.523 5.136 -0.59
H 4.680 -2.214 4.542 0.34
H 3.843 -0.931 4.584 0.30
O -7.098 -3.000 -0.346 -0.57
H -6.806 -3.173 0.558 0.29
H -7.106 -3.868 -0.765 0.29
O -8.430 -1.496 1.879 -0.57
H -8.783 -2.019 1.149 0.25
H -8.726 -1.958 2.670 0.29
O -0.688 -2.597 -1.927 0.31
H -1.552 -2.236 -1.692 0.08
H -0.327 -2.906 -1.089 -0.24
O -1.208 5.879 -3.906 -0.60
H -2.100 6.250 -3.867 0.34
H -1.011 5.645 -2.993 0.27
O -1.898 4.603 -6.970 -0.59
H -2.208 4.920 -7.824 0.27
H -1.009 4.966 -6.888 0.31
O -5.058 1.476 4.453 -0.60
H -5.325 2.138 5.098 0.28
H -5.154 1.921 3.605 0.28
O 6.082 -3.807 5.928 -0.66
H 5.511 -3.310 6.523 0.32
H 5.782 -4.724 6.011 0.36
O -0.447 -4.442 -4.514 -0.65
H -0.562 -3.826 -3.789 0.24
H -0.731 -3.925 -5.277 0.29
O 1.014 -7.134 -1.008 -0.64
H 0.553 -6.739 -1.758 0.32
H 1.916 -6.800 -1.072 0.32
O 0.945 2.543 -5.715 -0.48
H 1.242 2.371 -4.816 0.22
H 0.892 1.666 -6.116 0.27
O 4.690 5.008 8.120 -0.65
H 3.832 5.391 8.340 0.32
H 5.049 4.730 8.970 0.31
O 4.913 0.276 8.515 -0.57
H 4.056 0.646 8.750 0.32
H 5.292 -0.022 9.348 0.28
O 5.740 -6.704 5.249 -0.66
H 5.660 -6.894 4.309 0.32
H 6.583 -7.093 5.503 0.33
O -7.765 0.790 4.303 -0.57
H -8.152 0.269 3.589 0.27
H -8.074 0.357 5.106 0.31
O 3.163 5.018 2.796 -0.62
H 2.606 5.618 3.301 0.29
H 2.828 4.133 2.992 0.36
O -2.733 -2.581 -5.128 -0.52
H -3.458 -2.071 -5.502 0.24
H -3.083 -2.905 -4.287 0.23
O 2.255 4.265 -8.285 -0.63
H 1.889 3.744 -9.006 0.29
H 1.951 3.819 -7.488 0.34
O -4.363 -4.554 -3.586 -0.46
H -4.983 -4.983 -4.183 0.27
H -4.432 -5.053 -2.767 0.23
O -7.315 -2.574 -3.593 -0.59
H -8.231 -2.615 -3.887 0.30
H -7.386 -2.456 -2.635 0.27
O 0.407 0.126 -3.404 -0.26
H -0.188 0.596 -2.807 0.08
H 0.100 -0.792 -3.360 0.14
O -3.165 8.099 -4.342 -0.65
H -3.477 8.414 -5.196 0.32
H -2.277 8.466 -4.265 0.33
O -4.921 2.536 -3.800 -0.62
H -3.980 2.709 -3.912 0.30
H -4.973 1.676 -3.369 0.35
O 1.592 0.605 -7.973 -0.59
H 1.717 0.373 -8.898 0.29
H 2.381 0.263 -7.539 0.31
O -2.786 1.316 -1.767 -0.28
H -3.060 1.978 -1.122 0.33
H -2.856 1.768 -2.614 -0.09
O 0.160 -5.852 6.165 -0.64
H 0.012 -5.241 6.892 0.30
H -0.058 -5.347 5.374 0.32
O -1.504 -6.887 -2.795 -0.62
H -2.435 -6.658 -2.748 0.26
H -1.148 -6.249 -3.434 0.35
O 6.722 6.146 6.132 -0.64
H 6.040 6.609 5.639 0.30
H 6.278 5.861 6.940 0.35
O 0.024 4.947 1.550 -0.61
H -0.568 5.519 2.049 0.27
H -0.407 4.087 1.557 0.33
O -5.868 -3.592 -6.066 -0.60
H -6.131 -2.999 -5.346 0.32
H -6.004 -3.080 -6.869 0.29
O 3.743 6.931 -8.673 -0.64
H 3.056 7.448 -8.244 0.30
H 3.435 6.019 -8.598 0.35
```

Computed properties:
Orbital gap: 7.41 eV
E: -116422.2505 eV
E_HOMO: -11.45 eV
Charge: +1
Relative energy (zero: lowest compared OMol25 entry of this formula, charge and spin): 0.0000 eV
Strongest force on any atom: 2.8 eV/Å

---

Record 4
Computed, not measured: a cluster of 7 separate species, H15O7 in total in a non-equilibrium geometry, with ωB97M-V/def2-TZVPD.

```
22
Properties=species:S:1:pos:R:3:mulliken_charge:R:1
O -26.180 -3.085 -22.219 -0.22
H -25.428 -3.121 -22.892 0.42
H -25.900 -3.506 -21.382 0.45
H -26.300 -2.184 -22.070 0.37
O -24.029 -1.270 -20.438 -0.56
H -23.063 -1.059 -20.326 0.33
H -24.355 -0.478 -20.797 0.26
O -25.165 -5.773 -22.128 -0.57
H -25.183 -5.913 -21.194 0.29
H -24.723 -6.540 -22.507 0.29
O -25.218 -3.683 -19.870 -0.58
H -25.618 -4.280 -19.257 0.28
H -24.360 -3.443 -19.567 0.28
O -26.700 -0.295 -22.543 -0.70
H -26.174 0.268 -23.146 0.33
H -26.792 0.169 -21.712 0.32
O -22.292 -4.465 -21.869 -0.56
H -21.672 -5.182 -21.913 0.29
H -22.873 -4.566 -22.575 0.29
O -23.878 -2.419 -23.439 -0.60
H -23.371 -1.940 -22.754 0.31
H -23.366 -2.676 -24.208 0.28
```

Computed properties:
Orbital gap: 11.49 eV
E: -14569.6536 eV
E_HOMO: -14.62 eV
Charge: +1
Relative energy (zero: lowest compared OMol25 entry of this formula, charge and spin): 1.6862 eV
Strongest force on any atom: 3.8 eV/Å

---

Record 5
Computed, not measured: a cluster of 2 separate species, ClFN2O3 in total in a non-equilibrium geometry, with ωB97M-V/def2-TZVPD.

```
7
Properties=species:S:1:pos:R:3:mulliken_charge:R:1
N -0.652 1.966 -1.279 0.34
N 0.271 -0.801 1.166 1.11
O 1.381 -0.860 1.422 -0.38
O -0.648 -1.464 1.017 -0.37
O -0.853 0.931 -1.647 0.00
F -0.154 0.702 1.040 -0.37
Cl 0.655 -0.474 -1.719 -0.32
```

Computed properties:
Orbital gap (alpha / beta): 8.97 / 8.23 eV
E: -24354.3516 eV
E_HOMO (alpha / beta): -10.45 / -10.05 eV
Charge: 0
Relative energy (zero: lowest compared OMol25 entry of this formula, charge and spin): 1.4293 eV
Strongest force on any atom: 2.9 eV/Å